Record 1
This record from OMol25 describes a 19-piece molecular cluster, C60H78F13N5O40 overall at a distorted geometry. The level of theory is ωB97M-V/def2-TZVPD.

Calculated values
Molecular weight = 1756.25 g mol⁻¹
Frontier orbital gap = 8.28 eV

Cartesian coordinates (Å):
C  -15.47  -28.03  9.38
O  -14.58  -29.08  9.02
H  -15.71  -27.57  8.43
H  -16.31  -28.41  9.97
H  -15.00  -27.33  10.06
H  -14.14  -28.79  8.23
C  -6.31  -20.41  7.38
C  -5.92  -19.01  6.86
O  -6.52  -18.12  7.77
C  -7.32  -18.86  8.63
O  -8.14  -18.39  9.42
O  -7.25  -20.08  8.41
F  -6.59  -18.66  5.77
H  -5.41  -20.90  7.75
H  -6.77  -21.00  6.59
H  -4.86  -18.78  6.77
C  -6.82  -24.78  6.88
C  -5.37  -24.40  6.79
O  -4.83  -25.50  7.53
C  -5.75  -26.03  8.36
O  -5.58  -26.89  9.23
O  -6.90  -25.40  8.16
F  -5.24  -23.23  7.42
H  -7.10  -25.43  6.05
H  -7.45  -23.89  6.92
H  -4.98  -24.22  5.79
C  -14.93  -17.05  5.12
C  -15.16  -18.48  5.60
O  -16.39  -18.40  6.14
C  -17.06  -17.45  5.46
O  -18.27  -17.25  5.59
O  -16.21  -16.66  4.84
F  -14.24  -18.88  6.48
H  -14.32  -17.01  4.22
H  -14.48  -16.57  5.99
H  -15.16  -19.18  4.76
C  -11.89  -20.38  15.13
C  -12.46  -19.08  15.55
O  -12.63  -19.20  16.92
C  -12.62  -20.50  17.26
O  -12.97  -21.05  18.32
O  -12.33  -21.25  16.16
F  -13.67  -19.08  15.01
H  -10.81  -20.33  14.99
H  -12.33  -20.59  14.16
H  -11.91  -18.20  15.21
C  -8.15  -21.51  2.69
C  -8.67  -20.08  2.73
O  -9.12  -19.94  4.07
C  -9.04  -21.14  4.70
O  -9.49  -21.40  5.80
O  -8.60  -22.05  3.90
F  -9.76  -20.01  1.95
H  -7.07  -21.47  2.54
H  -8.42  -22.10  1.82
H  -7.94  -19.35  2.38
C  -15.28  -24.22  4.46
C  -16.61  -24.44  5.05
O  -16.55  -25.82  5.34
C  -15.31  -26.14  5.70
O  -14.91  -27.17  6.25
O  -14.53  -25.14  5.22
F  -17.58  -24.27  4.15
H  -14.91  -23.20  4.62
H  -15.14  -24.43  3.40
H  -16.78  -23.77  5.89
C  -10.20  -25.98  3.49
C  -11.03  -24.74  3.44
O  -11.23  -24.52  4.81
C  -10.31  -25.02  5.53
O  -10.17  -24.78  6.73
O  -9.81  -26.05  4.85
F  -12.26  -25.01  2.88
H  -9.27  -26.05  2.92
H  -10.75  -26.87  3.18
H  -10.62  -23.87  2.93
C  -13.33  -19.82  2.13
C  -12.46  -20.78  2.91
O  -12.37  -21.83  1.99
C  -13.30  -21.74  1.06
O  -13.47  -22.49  0.07
O  -14.11  -20.69  1.42
F  -13.05  -21.23  4.00
H  -12.74  -19.22  1.43
H  -13.89  -19.10  2.71
H  -11.51  -20.34  3.22
C  -20.41  -20.16  3.88
C  -20.25  -19.87  5.34
O  -19.19  -20.80  5.61
C  -18.41  -20.97  4.56
O  -17.26  -21.43  4.48
O  -19.13  -20.58  3.50
F  -21.37  -20.05  5.96
H  -20.72  -19.30  3.30
H  -21.14  -20.97  3.81
H  -19.87  -18.87  5.53
C  -13.03  -28.31  11.73
C  -11.89  -28.44  12.65
O  -12.33  -29.57  13.47
C  -13.66  -29.84  13.28
O  -14.32  -30.69  13.88
O  -14.08  -28.98  12.34
F  -11.71  -27.39  13.46
H  -13.03  -28.85  10.78
H  -13.28  -27.30  11.40
H  -10.92  -28.66  12.21
C  -17.28  -20.77  8.80
C  -17.92  -21.36  9.99
O  -19.24  -20.75  10.05
C  -19.20  -19.65  9.38
O  -20.10  -18.85  9.37
O  -17.98  -19.56  8.72
F  -17.27  -21.14  11.11
H  -17.48  -21.34  7.89
H  -16.22  -20.60  8.94
H  -17.99  -22.45  9.99
C  -9.68  -28.83  7.96
C  -10.07  -27.50  8.64
O  -9.57  -27.61  9.92
C  -8.90  -28.76  10.08
O  -8.13  -29.02  10.99
O  -9.00  -29.53  8.95
F  -11.37  -27.40  8.79
H  -9.08  -28.70  7.06
H  -10.58  -29.40  7.70
H  -9.67  -26.72  8.00
C  -19.75  -25.53  6.31
C  -19.47  -25.57  7.82
O  -20.50  -24.71  8.24
C  -20.67  -23.71  7.37
O  -21.15  -22.57  7.53
O  -20.24  -24.20  6.11
F  -18.25  -25.01  8.05
H  -20.49  -26.28  6.05
H  -18.86  -25.72  5.72
H  -19.42  -26.56  8.29
C  -12.89  -21.12  8.29
C  -12.48  -22.21  7.38
C  -13.07  -23.67  7.84
C  -14.50  -23.60  8.23
N  -15.60  -23.50  8.53
H  -12.63  -21.33  9.33
H  -13.97  -21.07  8.30
H  -12.45  -20.19  7.92
H  -11.40  -22.21  7.22
H  -12.95  -21.99  6.42
H  -12.58  -24.06  8.74
H  -12.92  -24.37  7.02
C  -15.81  -22.18  13.90
C  -14.67  -22.16  12.89
C  -14.82  -23.28  11.82
C  -15.09  -24.71  12.15
N  -15.28  -25.83  12.38
H  -16.70  -21.83  13.37
H  -15.67  -21.49  14.73
H  -16.03  -23.15  14.34
H  -13.69  -22.24  13.36
H  -14.79  -21.28  12.27
H  -13.96  -23.23  11.15
H  -15.70  -22.97  11.25
C  -15.48  -17.29  9.56
C  -15.76  -17.50  11.10
C  -14.42  -17.50  11.95
C  -13.42  -18.52  11.52
N  -12.60  -19.31  11.18
H  -16.50  -17.27  9.19
H  -14.93  -18.12  9.10
H  -14.96  -16.36  9.34
H  -16.29  -18.44  11.23
H  -16.36  -16.68  11.51
H  -14.56  -17.68  13.02
H  -14.04  -16.49  11.84
C  -12.18  -16.59  7.97
C  -10.79  -17.15  7.81
C  -10.69  -18.21  6.71
C  -11.28  -17.85  5.38
N  -11.79  -17.52  4.37
H  -12.92  -17.33  8.28
H  -12.49  -16.08  7.06
H  -12.32  -15.82  8.74
H  -10.33  -17.45  8.75
H  -10.12  -16.33  7.53
H  -10.95  -19.20  7.09
H  -9.62  -18.35  6.52
C  -8.31  -23.00  9.58
C  -9.30  -21.97  10.15
C  -10.04  -22.40  11.42
C  -10.86  -23.61  11.29
N  -11.48  -24.59  11.27
H  -8.82  -23.93  9.34
H  -7.55  -23.26  10.31
H  -7.80  -22.44  8.79
H  -10.10  -21.78  9.43
H  -8.75  -21.04  10.31
H  -10.66  -21.56  11.74
H  -9.23  -22.67  12.10

Record 2
This record from OMol25 describes a 9-piece molecular cluster, C60H92N5O11PS3 overall at a distorted geometry. The level of theory is ωB97M-V/def2-TZVPD.

Calculated values
Molecular weight = 1186.59 g mol⁻¹
SMILES string = NC(=O)CCN1c2c([PH2]=S)cccc2Sc2c(S)c(-c3ccncc3)c(CCCCn3cccc3)c(ON=O)c21.C1CCOC1.C1CCOC1.C1CCOC1.C1CCOC1.C1CCOC1.C1CCOC1.C1CCOC1.C1CCOC1
Frontier orbital gap = 8.26 eV

Cartesian coordinates (Å):
N  0.44  3.70  5.12
C  -0.68  3.28  4.39
O  -1.23  4.01  3.62
C  -1.11  1.87  4.67
C  -1.78  1.25  3.43
N  -1.18  -0.10  3.10
C  -0.91  -0.20  1.69
C  0.35  0.19  1.20
P  1.69  0.75  2.27
S  2.80  -0.73  2.90
C  0.62  0.18  -0.16
C  -0.34  -0.22  -1.09
C  -1.58  -0.63  -0.61
C  -1.85  -0.60  0.75
S  -3.47  -1.07  1.27
C  -3.14  -1.64  2.90
C  -4.00  -2.59  3.46
S  -5.39  -3.18  2.53
C  -3.78  -3.02  4.78
C  -4.75  -3.98  5.39
C  -4.48  -5.33  5.55
C  -5.43  -6.13  6.16
N  -6.60  -5.70  6.61
C  -6.85  -4.41  6.42
C  -5.98  -3.52  5.82
C  -2.69  -2.54  5.51
C  -2.45  -2.95  6.95
C  -1.17  -3.76  7.22
C  -1.26  -5.22  6.77
C  -0.02  -5.96  7.24
N  0.02  -7.34  6.74
C  1.19  -7.98  6.49
C  0.88  -9.25  6.04
C  -0.51  -9.35  6.02
C  -1.03  -8.16  6.48
C  -1.86  -1.59  4.90
O  -0.84  -1.06  5.68
N  0.44  -1.60  5.32
O  1.28  -1.01  5.84
C  -2.06  -1.13  3.60
H  0.26  3.63  6.11
H  0.68  4.64  4.85
H  -1.83  1.85  5.49
H  -0.25  1.30  5.00
H  -1.65  1.88  2.56
H  -2.84  1.09  3.63
H  1.15  1.53  3.30
H  2.42  1.68  1.51
H  1.57  0.51  -0.55
H  -0.10  -0.19  -2.13
H  -2.34  -0.93  -1.31
H  -5.07  -4.48  2.42
H  -3.54  -5.72  5.20
H  -5.21  -7.18  6.28
H  -7.81  -4.04  6.77
H  -6.28  -2.48  5.71
H  -2.36  -2.03  7.53
H  -3.29  -3.49  7.38
H  -1.07  -3.79  8.31
H  -0.28  -3.30  6.83
H  -2.18  -5.67  7.12
H  -1.28  -5.21  5.68
H  0.84  -5.45  6.82
H  0.03  -5.96  8.33
H  2.16  -7.54  6.62
H  1.58  -10.01  5.75
H  -1.11  -10.19  5.71
H  -2.06  -7.88  6.61
C  2.35  -2.40  -5.35
C  1.90  -1.09  -6.00
C  0.62  -0.78  -5.23
O  0.80  -1.32  -3.92
C  1.96  -2.17  -3.90
H  3.41  -2.60  -5.48
H  1.78  -3.23  -5.77
H  2.64  -0.32  -5.82
H  1.74  -1.16  -7.07
H  -0.25  -1.27  -5.69
H  0.42  0.29  -5.16
H  2.75  -1.65  -3.36
H  1.72  -3.09  -3.37
C  6.30  1.95  -7.79
C  5.28  2.94  -7.25
C  4.01  2.11  -7.24
O  4.41  0.75  -7.02
C  5.83  0.64  -7.17
H  7.33  2.19  -7.54
H  6.21  1.89  -8.88
H  5.55  3.23  -6.23
H  5.18  3.85  -7.84
H  3.50  2.16  -8.21
H  3.31  2.41  -6.46
H  6.27  0.50  -6.17
H  6.06  -0.23  -7.78
C  8.45  -3.94  -8.90
C  7.38  -4.81  -9.55
C  6.10  -4.10  -9.11
O  6.43  -2.71  -8.99
C  7.85  -2.55  -9.03
H  9.43  -4.02  -9.37
H  8.55  -4.21  -7.85
H  7.48  -4.76  -10.64
H  7.41  -5.85  -9.25
H  5.76  -4.47  -8.14
H  5.29  -4.22  -9.83
H  8.11  -2.09  -10.00
H  8.16  -1.88  -8.23
C  -3.02  4.98  8.69
C  -3.91  5.46  7.56
C  -3.39  4.64  6.38
O  -2.92  3.40  6.93
C  -2.85  3.50  8.36
H  -3.44  5.14  9.68
H  -2.05  5.48  8.65
H  -4.95  5.20  7.76
H  -3.86  6.53  7.38
H  -2.55  5.14  5.89
H  -4.16  4.43  5.64
H  -3.66  2.90  8.78
H  -1.90  3.09  8.70
C  -4.65  8.20  3.16
C  -4.51  9.30  4.21
C  -5.78  9.10  5.03
O  -6.07  7.71  4.99
C  -5.27  7.08  3.98
H  -3.71  7.91  2.70
H  -5.33  8.51  2.37
H  -3.63  9.13  4.82
H  -4.44  10.30  3.78
H  -6.62  9.65  4.61
H  -5.66  9.41  6.07
H  -4.50  6.48  4.48
H  -5.90  6.41  3.39
C  -6.59  3.17  0.09
C  -5.85  1.86  0.35
C  -5.93  1.19  -1.02
O  -5.93  2.24  -1.99
C  -6.15  3.50  -1.33
H  -6.34  3.96  0.80
H  -7.67  3.00  0.12
H  -4.81  2.06  0.61
H  -6.29  1.25  1.14
H  -6.85  0.61  -1.13
H  -5.08  0.53  -1.22
H  -5.21  4.05  -1.33
H  -6.89  4.07  -1.89
C  3.15  1.18  -12.11
C  1.87  2.01  -12.01
C  2.19  2.93  -10.84
O  3.61  3.14  -10.86
C  4.21  2.21  -11.77
H  3.30  0.72  -13.09
H  3.14  0.39  -11.36
H  1.74  2.60  -12.92
H  0.98  1.42  -11.85
H  1.93  2.46  -9.89
H  1.68  3.89  -10.91
H  4.54  2.76  -12.66
H  5.09  1.77  -11.30
C  6.49  -0.16  -2.19
C  5.91  -1.57  -2.25
C  4.69  -1.45  -1.35
O  4.23  -0.10  -1.46
C  5.22  0.69  -2.14
H  7.13  0.09  -3.03
H  7.06  -0.03  -1.27
H  5.60  -1.81  -3.27
H  6.61  -2.34  -1.92
H  4.95  -1.63  -0.30
H  3.89  -2.14  -1.63
H  4.85  0.91  -3.15
H  5.37  1.62  -1.60

Q: What is the frontier orbital gap in the second record?
A: 8.26 eV

Q: Look up the molecular weight of the second one.
A: 1186.59 g mol⁻¹

Q: Number 2 is which compound?
A: C60H92N5O11PS3